Entry 1:
A single C6H7NS molecule in a non-equilibrium geometry. Source: the OMol25 dataset; level of theory: ωB97M-V/def2-TZVPD.

Its SMILES is C[C@@H]1Sc2c[nH]cc21.

Atoms and positions in Å:
C  2.1251  1.4195  -0.3655
C  1.1727  0.4710  0.4517
S  1.1982  -1.3804  -0.0198
C  -0.5444  -0.7671  -0.0024
C  -1.8584  -0.8868  -0.1885
N  -2.3615  0.3479  0.0117
C  -1.3182  1.3111  0.1287
C  -0.2271  0.6171  0.2123
H  1.8041  1.4209  -1.4420
H  3.1920  1.0147  -0.4030
H  1.9468  2.4399  0.0250
H  1.5259  0.4880  1.5519
H  -2.4517  -1.8865  -0.3345
H  -3.2003  0.8203  -0.6081
H  -1.5556  2.3654  0.0274

=====

Entry 2:
A single C6H7NS molecule in a non-equilibrium geometry. Source: the OMol25 dataset; level of theory: ωB97M-V/def2-TZVPD.

Its SMILES is C#C[C@@H]1CC(=S)N1C.

Atoms and positions in Å:
C  -1.3886  1.2809  2.3730
C  -0.7296  0.9412  1.3349
C  0.0298  0.7738  0.0911
C  -0.8941  0.6691  -1.2306
C  -0.0864  -0.6455  -1.6104
S  0.0104  -1.6621  -2.8623
N  0.4215  -0.5644  -0.3474
C  1.4070  -1.3700  0.3124
H  -1.7313  1.7798  3.3858
H  0.7636  1.5106  0.0343
H  -0.7719  1.5134  -1.9349
H  -2.0123  0.4532  -1.0894
H  1.8132  -2.2723  -0.1774
H  0.9492  -1.7490  1.2575
H  2.2195  -0.6587  0.4636

=====

Entry 3:
A single C6H7NS2 molecule in a non-equilibrium geometry. Source: the OMol25 dataset; level of theory: ωB97M-V/def2-TZVPD.

Atoms and positions in Å:
C  -1.9203  -0.4811  0.2720
C  -1.6830  -0.3519  2.7942
C  -1.5865  -0.5814  1.4868
C  0.5166  -0.2362  -1.3254
C  -0.3419  0.0057  3.4391
C  2.1474  0.4033  -3.6626
N  -2.0499  -0.1355  -0.9188
S  -0.9396  0.3567  -1.9629
S  1.9450  -0.2987  -2.0338
H  -2.7125  -0.3988  3.3366
H  0.4414  -0.7236  2.8476
H  -0.0851  1.0140  3.2776
H  -0.2366  -0.1675  4.5059
H  2.3056  1.5397  -3.7443
H  1.2283  0.1688  -4.1956
H  2.9709  -0.1134  -4.1164

=====

Entry 4:
A single C6H7O2PS molecule in a non-equilibrium geometry. Source: the OMol25 dataset; level of theory: ωB97M-V/def2-TZVPD.

Atoms and positions in Å:
C  -0.3784  3.0297  2.0260
C  -0.6882  2.0100  1.5042
C  -2.1051  0.0296  1.1000
C  -0.9704  0.8097  0.8830
C  2.5545  0.4154  -0.4238
C  -0.0958  -2.1026  -1.8815
O  -0.1349  0.4443  -0.0831
O  0.8913  -1.0957  -1.7047
P  1.1963  -0.5618  -0.2433
S  -2.2650  -1.4702  0.4041
H  -0.1224  3.9064  2.6550
H  -2.6758  0.4126  2.0221
H  3.4550  0.2443  -0.9037
H  2.6170  1.1363  0.3832
H  0.2827  -3.1186  -2.0825
H  -0.8059  -1.8101  -2.6021
H  -0.7549  -2.2791  -1.0528

=====

Entry 5:
A gas-phase ion, C6H7O5S (charge -1) in a non-equilibrium geometry. Source: the OMol25 dataset; level of theory: ωB97M-V/def2-TZVPD.

Its SMILES is CC#C[C@](O)(C(C)=O)S(=O)(=O)[O-]. The charge is -1.

Atoms and positions in Å:
C  -2.9519  -2.1011  -0.9653
C  -1.8321  -1.4491  -0.3303
C  -0.7329  -0.9973  -0.0878
C  0.3014  0.4266  0.4023
O  -0.3975  1.2810  1.2334
C  0.8076  1.0225  -0.8488
C  1.5883  2.2577  -0.6424
O  0.8880  0.4200  -1.9525
S  1.6166  -0.4658  1.3635
O  2.7258  0.5013  1.6017
O  0.8905  -0.7148  2.5964
O  2.0376  -1.5825  0.5838
H  -2.7510  -2.3998  -2.0071
H  -3.2256  -3.0672  -0.5748
H  -3.8934  -1.4509  -0.9633
H  -0.3564  0.8070  2.0797
H  2.2226  2.3568  -1.4702
H  1.0142  3.1819  -0.3600
H  2.0481  1.9738  0.3418

=====

Entry 6:
A molecular structure, C6H7OPS in a non-equilibrium geometry. Source: the OMol25 dataset; level of theory: ωB97M-V/def2-TZVPD.

Atoms and positions in Å:
C  -3.5686  0.8211  -0.5239
C  -2.4666  0.5342  -0.1292
C  -0.6002  0.2722  1.3634
C  -1.2664  -0.1349  0.2804
C  0.6787  -0.4692  1.8250
C  2.0701  0.1813  -1.7226
O  1.9309  0.2434  -0.3088
P  1.6353  -1.1904  0.4905
S  -0.7002  -1.3387  -0.7606
H  -4.4517  0.8548  -1.1168
H  -1.2104  0.7230  2.1563
H  1.2990  0.2035  2.4048
H  0.3217  -1.2141  2.4733
H  1.2937  0.8248  -2.2466
H  1.8642  -0.8625  -2.0744
H  3.1705  0.5517  -2.1109

=====

Entry 7:
A single C6H7P molecule in a non-equilibrium geometry. Source: the OMol25 dataset; level of theory: ωB97M-V/def2-TZVPD.

Its SMILES is C=C/C(C)=C1C=P/1.

Atoms and positions in Å:
C  -1.8261  1.6496  0.6796
C  -0.4664  1.2868  0.5054
C  -0.0986  0.0345  -0.0466
C  -0.8144  -1.2198  -0.2282
C  1.6666  -0.2310  -0.0904
C  2.6387  -1.0293  -0.5352
P  3.2804  0.5956  -0.1872
H  -2.0442  2.6976  0.7241
H  -2.4922  0.8005  0.6038
H  0.3368  1.9090  0.7949
H  -1.2569  -1.1547  -1.2578
H  -1.6777  -1.3324  0.3431
H  -0.2301  -2.0860  -0.1446
H  2.9842  -1.9205  -1.1608

=====

Entry 8:
A molecular structure, C6H8. Source: the OMol25 dataset; level of theory: ωB97M-V/def2-TZVPD.

Atoms and positions in Å:
C  -1.0173  0.7036  0.5274
C  -0.3763  0.2437  -0.7966
C  1.0204  0.7469  -0.3873
C  0.8980  0.0129  0.9741
C  0.5376  -1.3808  0.4947
C  -0.1982  -1.2595  -0.6135
H  -1.8728  0.1332  0.8999
H  -1.1605  1.7857  0.6196
H  -0.8635  0.5718  -1.7247
H  1.0907  1.8367  -0.2932
H  1.8514  0.3668  -0.9875
H  -0.0866  0.5570  1.5055
H  0.8318  -2.2891  1.0113
H  -0.6547  -2.0289  -1.2297

=====

Entry 9:
2 unconnected molecules or ions with the total composition C6H8 in a non-equilibrium geometry. Source: the OMol25 dataset; level of theory: ωB97M-V/def2-TZVPD.

Atoms and positions in Å:
C  2.7448  0.7593  1.5903
C  2.0159  0.3673  0.5785
C  -0.5422  -0.5714  0.6456
C  -1.2653  -0.3163  -0.3627
C  3.1295  1.2771  0.1238
C  -2.7024  -0.7843  -0.6142
H  3.0727  0.4522  2.5472
H  -0.7698  -0.8997  1.6146
H  -0.8874  0.0343  -1.4219
H  2.7546  2.1675  -0.2970
H  4.1530  0.9673  -0.2265
H  -2.8808  -1.6192  0.1094
H  -2.6345  -1.1518  -1.5772
H  -3.2339  0.1713  -0.5228

=====

Entry 10:
A single C6H8 molecule in a non-equilibrium geometry. Source: the OMol25 dataset; level of theory: ωB97M-V/def2-TZVPD.

Atoms and positions in Å:
C  -0.5874  -1.2578  -0.1944
C  0.1595  -1.7817  0.8765
C  1.3303  -0.6709  1.2170
C  0.8529  0.4863  0.3457
C  -0.3100  0.0473  -0.5052
C  -1.3344  0.8511  -1.1482
H  -1.4881  -1.7546  -0.5310
H  1.5715  -0.5711  2.2665
H  2.1939  -0.9699  0.7079
H  0.5079  1.3855  0.9503
H  1.6785  0.9314  -0.2360
H  -2.0144  1.0077  -0.2992
H  -1.7670  0.4420  -2.0439
H  -0.7933  1.8545  -1.4062

=====

Entry 11:
A single C6H8 molecule. Source: the OMol25 dataset; level of theory: ωB97M-V/def2-TZVPD.

Its SMILES is C=C1C=CCC1.

Atoms and positions in Å:
C  2.1885  0.0870  -0.0023
C  0.8558  0.1120  0.0020
C  0.0042  1.3109  0.0035
C  -1.2913  0.9872  0.0002
C  -1.5113  -0.5046  -0.0034
C  -0.0782  -1.0910  0.0048
H  2.7701  1.0061  -0.0051
H  2.7435  -0.8477  -0.0064
H  0.4061  2.3197  0.0053
H  -2.1134  1.6976  -0.0024
H  -2.0945  -0.8231  0.8703
H  -2.0829  -0.8189  -0.8851
H  0.0993  -1.7119  0.8894
H  0.1041  -1.7231  -0.8706

=====

Entry 12:
2 unconnected molecules or ions with the total composition C6H8. Source: the OMol25 dataset; level of theory: ωB97M-V/def2-TZVPD.

Its SMILES is C1=CC1.C=C=C.

Atoms and positions in Å:
C  -0.8262  1.4744  -0.5574
C  -1.1921  0.6882  -1.5150
C  -1.7904  0.3917  -0.1706
H  -0.2337  2.3037  -0.2041
H  -1.1195  0.3840  -2.5476
H  -2.8378  0.6363  0.0292
H  -1.4262  -0.4666  0.4029
C  1.2039  -1.6553  -0.4490
C  1.4166  -0.7390  0.4552
C  1.6170  0.1810  1.3598
H  1.7536  -2.5921  -0.4423
H  0.4687  -1.5013  -1.2371
H  1.0414  0.1939  2.2813
H  2.3591  0.9620  1.2157

=====

Computed energy relative to the best compared isomer or geometry (same formula, charge and spin), in the same sequence as the records: 2.7489, 3.7765, 5.5035, 7.1562, 1.6127, 1.2885, 6.8137, 4.5053, 8.0612, 3.5874, 0.0393, 3.8595 eV.
Computed E, in the same sequence as the records: -18658.0001, -18656.9725, -29490.2781, -30548.9234, -27406.6106, -28503.3030, -15616.9022, -6346.2785, -6342.7227, -6347.1964, -6350.7446, -6346.9244 eV.